No. 1
Entry from the Open Molecules 2025 dataset: a structure of composition C26H50Cl3GeN6O3RbS2Si (wB97M-V/def2-TZVPD).

As for the frontier orbital gap (spin up / spin down): 6.3308 / 4.2104 eV. As for the expectation value of S²: 0.752. The LUMO energy (spin up / spin down) is 2.03 / -0.09 eV. The HOMO energy (spin up / spin down) comes out at -4.305 / -4.305 eV. For the calculated total energy, the calculation gives -6142.6975 a.u. The value obtained for the energy relative to the best compared isomer or geometry (same formula, charge and spin) is 0.532 eV. The total charge is -1. Its spin multiplicity is 2.

Element x y z (Å)
Rb -0.13 -0.08 -0.27
C 2.56 -4.37 1.79
C 2.14 -3.04 1.22
N 1.55 -2.88 0.09
N 1.40 -4.03 -0.63
C 0.64 -3.95 -1.71
N 0.68 -5.12 -2.44
S -0.34 -2.70 -2.35
C 2.47 -1.83 2.01
C 3.01 -1.93 3.30
C 3.32 -0.78 4.01
C 3.10 0.46 3.42
C 2.58 0.46 2.14
N 2.28 -0.62 1.45
H 2.27 -5.16 1.10
H 2.08 -4.55 2.75
H 3.64 -4.42 1.95
H 1.07 -5.92 -1.97
H -0.06 -5.25 -3.10
H 3.17 -2.90 3.74
H 3.73 -0.85 5.01
H 3.33 1.38 3.94
H 2.39 1.40 1.64
C -3.91 -1.18 -0.25
C -3.73 0.31 -0.57
N -2.92 1.01 0.40
C -3.56 1.46 1.61
C -3.80 0.37 2.66
S -2.39 -0.71 3.03
C -2.97 -2.33 2.43
C -2.53 -2.80 1.04
N -2.64 -1.81 0.01
H -4.55 -1.30 0.63
H -4.46 -1.65 -1.08
H -3.19 0.38 -1.52
H -4.72 0.78 -0.72
H -2.39 1.76 -0.04
H -2.91 2.21 2.06
H -4.53 1.96 1.43
H -4.08 0.87 3.59
H -4.64 -0.27 2.38
H -2.63 -3.07 3.16
H -4.06 -2.31 2.52
H -1.48 -3.10 1.08
H -3.12 -3.72 0.84
H -2.14 -2.11 -0.82
C 1.55 0.16 -4.56
C 2.20 0.69 -3.28
C 2.94 -0.44 -2.57
C 3.20 1.81 -3.61
O 1.21 1.17 -2.39
Ge 0.00 2.52 -2.83
O -0.39 2.75 -0.98
C -0.16 3.96 -0.29
C 0.97 3.72 0.71
C 0.22 5.14 -1.18
C -1.44 4.32 0.48
O -1.45 1.32 -3.07
C -2.41 1.53 -4.08
C -1.78 1.90 -5.42
C -3.17 0.22 -4.28
C -3.38 2.64 -3.65
H 2.31 -0.28 -5.22
H 1.05 0.96 -5.10
H 0.83 -0.61 -4.30
H 3.73 -0.85 -3.19
H 2.23 -1.24 -2.32
H 3.38 -0.06 -1.64
H 4.02 1.43 -4.23
H 3.61 2.21 -2.68
H 2.70 2.62 -4.15
H 1.88 3.45 0.18
H 0.70 2.88 1.37
H 1.17 4.59 1.34
H 1.13 4.94 -1.74
H 0.38 6.03 -0.56
H -0.57 5.36 -1.91
H -1.65 3.55 1.23
H -2.28 4.38 -0.21
H -1.34 5.28 1.00
H -1.07 1.13 -5.73
H -1.25 2.85 -5.37
H -2.56 1.99 -6.19
H -2.46 -0.58 -4.51
H -3.89 0.30 -5.10
H -3.72 -0.07 -3.38
H -2.83 3.58 -3.53
H -3.84 2.39 -2.69
H -4.17 2.80 -4.39
Cl 1.24 3.39 4.51
Si -0.25 1.98 4.30
Cl -2.04 2.89 4.74
Cl 0.11 0.47 5.64

Here are the Mulliken charges for atoms 1 to 4, given in e: Rb 0.391; C -1.744; C 0.592; N 0.997


No. 2
Entry from the Open Molecules 2025 dataset: a cluster of 7 separate species, C26H50F9I2N2O11P in total in a non-equilibrium geometry (wB97M-V/def2-TZVPD).

As for the frontier orbital gap: 8.4427 eV. The LUMO energy is -0.10 eV. The SMILES is C#C[C@@](CCCCCCC)(CO[C@](CCCI)(OC#N)P(O)I)N(CCC(F)(F)C(F)(F)C(F)(F)C(F)(F)F)OCCOCC.O.O.O.O.O.O. The HOMO energy comes out at -8.543 eV. For the calculated total energy, the calculation gives -3793.0487 a.u.

Element x y z (Å)
C -0.18 1.62 2.78
C -0.26 0.99 1.75
C -0.47 -0.11 0.59
C -1.91 0.33 -0.03
C -2.79 1.23 0.92
C -4.25 1.29 0.22
C -5.04 2.47 0.93
C -5.56 3.59 -0.06
C -4.43 4.25 -0.97
C -3.91 5.66 -0.45
C 0.52 0.31 -0.56
O 1.88 -0.10 -0.47
C 2.57 -0.03 -1.74
C 4.11 0.04 -1.28
C 4.98 1.13 -2.01
C 6.24 1.62 -1.15
I 7.92 0.33 -1.60
O 2.13 1.14 -2.45
C 2.30 1.06 -3.79
N 2.67 1.20 -4.87
P 2.43 -1.67 -2.72
O 2.42 -2.98 -1.61
I 0.25 -1.88 -3.84
N -0.46 -1.43 1.13
C 0.75 -2.13 1.51
C 1.58 -1.64 2.75
C 3.16 -1.88 2.62
F 3.64 -1.80 1.33
F 3.35 -3.22 3.06
C 3.96 -0.87 3.57
F 5.28 -1.38 3.64
F 3.38 -0.97 4.82
C 4.07 0.60 2.99
F 5.34 0.71 2.42
F 3.15 0.89 2.00
C 3.98 1.76 4.06
F 2.66 2.19 4.23
F 4.61 1.52 5.24
F 4.63 2.87 3.51
O -1.65 -2.02 1.44
C -1.97 -3.04 0.44
C -3.48 -3.48 0.48
O -4.02 -3.56 -0.84
C -5.46 -3.58 -0.80
C -6.06 -3.14 -2.21
H -0.40 2.03 3.79
H -1.77 0.96 -0.96
H -2.52 -0.55 -0.37
H -2.97 0.81 1.95
H -2.47 2.32 0.94
H -4.72 0.27 0.36
H -4.10 1.47 -0.88
H -5.93 2.02 1.48
H -4.38 2.96 1.70
H -6.44 3.23 -0.68
H -5.97 4.43 0.58
H -4.90 4.43 -1.98
H -3.53 3.58 -1.11
H -3.83 6.37 -1.33
H -2.87 5.60 0.00
H -4.60 6.13 0.29
H 0.05 0.00 -1.54
H 0.50 1.45 -0.55
H 4.17 0.23 -0.16
H 4.62 -0.97 -1.42
H 4.44 2.06 -2.33
H 5.40 0.65 -2.94
H 6.48 2.65 -1.53
H 6.01 1.72 -0.05
H 3.29 -3.07 -1.19
H 1.38 -2.31 0.58
H 0.43 -3.19 1.79
H 1.46 -0.57 3.06
H 1.29 -2.25 3.66
H -1.34 -3.95 0.69
H -1.62 -2.71 -0.59
H -4.02 -2.72 1.14
H -3.54 -4.50 0.95
H -5.89 -4.58 -0.51
H -5.78 -2.77 -0.07
H -6.00 -4.02 -2.93
H -7.12 -2.81 -2.09
H -5.45 -2.25 -2.55
O 3.12 -2.33 -5.70
H 3.96 -2.75 -5.90
H 3.27 -1.39 -5.85
O -3.66 -1.29 -4.48
H -2.87 -1.53 -3.98
H -3.70 -1.93 -5.20
O 7.49 -3.65 2.63
H 7.19 -4.49 3.00
H 6.88 -3.00 2.98
O 1.36 3.08 6.64
H 2.15 2.80 6.17
H 1.66 3.83 7.17
O -3.94 -2.89 -7.23
H -4.86 -2.90 -7.54
H -3.46 -3.36 -7.92
O 1.75 3.86 1.35
H 2.26 4.65 1.56
H 1.93 3.26 2.09

Here are the Mulliken charges for atoms 1 to 4, given in e: C -0.266; C -1.499; C 1.893; C -1.420